39
Properties=species:S:1:pos:R:3 method="wB97M-V/def2-TZVPD" multiplicity=1 charge=+2 homo_lumo_gap_ev=7.940 e_homo_ev=-14.7
Lu -0.70022 -0.00612 -0.34786
O -0.46045 -0.10016 -2.64881
C -0.73488 -1.49019 -3.10104
C 0.12379 -2.48836 -2.32345
N -0.01900 -2.51398 -0.85449
C 1.18368 -2.98191 -0.12684
C 1.97812 -1.67142 0.24815
O 3.19934 -1.66498 0.40375
O 1.24521 -0.61443 0.47791
C -1.22946 -3.35223 -0.58898
C -2.51833 -2.53336 -0.75542
O -3.53559 -3.12816 -0.98911
O -2.41107 -1.20170 -0.65410
H -1.25242 0.46437 -2.88408
H -1.79871 -1.74102 -2.99166
H -0.44194 -1.58798 -4.12844
H -0.17414 -3.48477 -2.74340
H 1.18353 -2.32151 -2.59580
H 0.90542 -3.35237 0.87747
H 1.67797 -3.73478 -0.77239
H -1.32611 -4.19095 -1.25322
H -1.16869 -3.69942 0.43647
N -1.33049 3.47007 2.90327
C -0.99619 3.89443 1.51561
P -0.10733 2.49958 0.88967
O -0.86241 1.26276 1.49841
O 0.01225 2.15186 -0.59431
C 1.62169 2.79790 1.51900
N 2.55757 1.71333 1.06857
H -0.53091 3.38686 3.53370
H -1.67616 2.51273 2.80798
H -2.12212 4.00026 3.39077
H -0.48288 4.88789 1.45390
H -1.91896 4.00908 0.89117
H 1.76011 2.90489 2.64205
H 2.03480 3.71029 1.05152
H 2.04469 0.76114 0.83974
H 3.30580 1.46907 1.76848
H 2.96449 1.96328 0.13580

28
Properties=species:S:1:pos:R:3 method="wB97M-V/def2-TZVPD" de_lowest_kcal_mol=120.8 multiplicity=1 homo_lumo_gap_ev="7.568 / 7.565" e_homo_ev="-7.0 / -7.0"
C -0.30759 -0.39503 1.15962
C -1.72661 -0.24945 1.65601
C 0.70902 0.26251 2.06819
C 0.03256 -1.83130 0.82151
H 0.58058 0.03777 -0.26691
H -0.65881 -2.24104 0.08182
H -2.44489 -0.64396 0.93496
H -1.85456 -0.81528 2.58785
H -1.98339 0.78841 1.87609
H 0.76490 -0.28155 3.02053
H 0.43117 1.28993 2.31187
H 1.69719 0.25776 1.60547
H 1.04971 -1.90965 0.43560
H -0.01273 -2.45096 1.72600
C 1.62964 -0.77358 -2.34475
C -0.32136 2.18658 -0.31879
N 1.80050 0.05237 -1.17281
C -0.49000 0.72738 -0.61948
C -1.35110 0.23525 -1.51719
H 2.00632 0.99970 -1.48691
H 0.73639 -0.49539 -2.93544
H 1.50231 -1.82154 -2.05388
H 2.49025 -0.71873 -3.02377
H 0.69304 2.42324 0.00447
H -0.54301 2.77633 -1.21156
H -0.99938 2.51417 0.47458
H -1.91964 0.90219 -2.15491
H -1.51051 -0.82613 -1.65819

30
Properties=species:S:1:pos:R:3 method="wB97M-V/def2-TZVPD" de_lowest_kcal_mol=57.9 multiplicity=1 charge=+2 homo_lumo_gap_ev=8.809 e_homo_ev=-17.5
C 0.19098 1.84714 1.57987
C -1.27401 1.67317 1.23567
C 1.02512 1.56129 0.41454
C -2.07430 0.61750 1.65539
C 1.00067 0.07767 0.00840
C 1.82648 -1.64735 -1.11372
C -3.52299 0.46024 1.41094
C 2.25371 -2.14025 -2.42683
N 2.00823 -0.31925 -0.88743
N 0.21510 -1.67722 -1.00010
N -0.28481 -0.41632 -0.56926
H 0.39927 2.82932 1.99513
H 0.56326 1.21714 2.42588
H -2.04427 2.27559 2.04864
H -1.46324 2.19331 0.28768
H 0.65416 2.12143 -0.36533
H 2.13401 1.79207 0.65793
H -1.66893 -0.14526 2.26603
H 1.12617 -0.51859 0.95567
H 2.25357 -2.24356 -0.28789
H -4.02252 -0.53249 1.58272
H -3.69768 0.75348 0.36430
H -4.15559 1.18453 1.93362
H 1.85285 -3.17274 -2.58374
H 3.36199 -2.24925 -2.79267
H 1.77591 -1.51899 -3.20146
H 2.27540 0.15391 -1.73479
H 0.03366 -1.81690 -1.96449
H -0.27074 -2.42982 -0.41560
H -0.47145 0.07018 -1.47909

33
Properties=species:S:1:pos:R:3 method="wB97M-V/def2-TZVPD" multiplicity=1 homo_lumo_gap_ev=9.840 smiles="CNC(=O)[C@H](C)NC(C)=O.NCCS" e_homo_ev=-9.4
C 3.58565 3.46459 0.29752
N 2.67512 2.33987 0.08132
C 2.72534 1.16456 0.72052
O 3.55786 0.93898 1.59506
C 1.69918 0.05587 0.37401
C 2.29222 -0.98329 -0.58752
N 0.37038 0.46668 -0.12039
C 0.07544 1.18604 -1.20518
C -1.39308 1.42254 -1.46590
O 0.90963 1.65046 -1.96849
H 4.17951 3.31224 1.20165
H 3.01419 4.38755 0.40225
H 4.26219 3.55604 -0.55392
H 2.01459 2.40859 -0.68554
H 1.52610 -0.46465 1.31667
H 3.20713 -1.39427 -0.15863
H 2.53208 -0.51373 -1.54284
H 1.58244 -1.79397 -0.75226
H -0.41652 0.15471 0.42348
H -1.85644 0.48740 -1.77491
H -1.87219 1.79713 -0.56315
H -1.49701 2.15742 -2.26372
N -1.30218 -2.71238 0.72905
C -2.52413 -2.15798 0.13022
C -3.73555 -2.54307 0.97349
S -5.25064 -1.74936 0.29841
H -1.14947 -2.36327 1.67540
H -0.48595 -2.55295 0.13708
H -2.44829 -1.06783 0.07424
H -2.64907 -2.54190 -0.88811
H -3.84975 -3.63140 0.96995
H -3.58484 -2.22259 2.00825
H -6.19393 -2.25801 1.12199

35
Properties=species:S:1:pos:R:3 method="wB97M-V/def2-TZVPD" multiplicity=1 homo_lumo_gap_ev=10.044 e_homo_ev=-9.7
C -3.31580 1.70115 1.55065
C -1.97017 1.87094 0.74566
C -0.86847 2.34814 1.75553
C -1.62609 0.47577 0.10573
C -0.45587 0.58423 -0.90759
O -0.56174 -0.11222 -2.18109
S 0.75182 0.54336 -2.98181
O 1.33789 -0.46415 -3.88709
O 0.47835 1.77804 -3.73539
O 1.77435 0.69099 -1.65676
C 1.02508 0.44429 -0.45224
C 1.48354 -0.69371 0.50507
C 1.57220 -2.15536 -0.11163
N 2.88061 -2.75001 0.29959
N 1.41711 -2.20457 -1.55855
N 0.54204 -3.02385 0.48458
H -3.61069 2.65844 2.03091
H -4.15956 1.39832 0.89528
H -3.13128 0.91460 2.31452
H -2.13643 2.64113 -0.03806
H -0.04914 2.88541 1.22724
H -0.41129 1.45133 2.22664
H -1.31330 3.04615 2.49131
H -2.53110 0.21088 -0.49273
H -1.49346 -0.30918 0.88232
H -0.50651 1.65966 -1.23284
H 1.14621 1.35379 0.19019
H 2.50672 -0.41911 0.85444
H 0.85466 -0.74006 1.42034
H 2.91964 -2.59619 1.31078
H 3.64106 -2.19315 -0.09026
H 1.15444 -3.17078 -1.76115
H 2.34778 -2.13090 -1.97141
H -0.37899 -2.64705 0.27803
H 0.68636 -3.04634 1.48977

33
Properties=species:S:1:pos:R:3 method="wB97M-V/def2-TZVPD" de_lowest_kcal_mol=11.5 multiplicity=1 charge=+2 homo_lumo_gap_ev=9.059 e_homo_ev=-16.1
C 0.94641 0.61776 -0.01298
C -0.72177 -0.80392 1.96302
C -1.47632 0.74365 0.22987
C 1.21437 -0.83385 0.27569
C -3.82005 2.48501 -1.51578
C 3.61907 -2.37071 -0.95901
C -2.30287 2.37596 -1.39370
C 3.11472 -2.30455 0.47220
N 1.98195 1.35471 -0.15556
N -1.37332 0.32058 1.53095
N 0.20921 -1.39561 1.23663
N -1.08896 -1.29950 3.13603
N -1.93196 1.92372 -0.06421
O 2.46791 -1.05578 0.79532
H -1.41261 -0.00662 -0.54660
H 1.05547 -1.37277 -0.67716
H -4.06900 2.94133 -2.46898
H -4.27997 1.50191 -1.47920
H -4.23778 3.10295 -0.72649
H 2.81519 -2.26168 -1.68606
H 4.36757 -1.60516 -1.14581
H 4.08055 -3.34138 -1.11325
H -1.84623 3.35396 -1.55697
H -1.91767 1.67155 -2.12961
H 3.94631 -2.35107 1.17652
H 2.43372 -3.13885 0.67672
H 2.93074 0.98747 -0.02961
H -1.77073 0.91427 2.25223
H 0.55045 -2.28071 1.60333
H -1.92300 -0.99532 3.61707
H -0.58848 -2.05813 3.57744
H -2.07559 2.61165 0.67119
H 1.89599 2.33568 -0.39492